# 1
67
Properties=species:S:1:pos:R:3:forces:R:3 method="wB97M-V/def2-TZVPD" e_above_lowest_ev=3.6022 spin_multiplicity=1 smiles="CCO[C@@H]1OC(C(=O)N2CCN(Cc3ccccc3)CC2)=C[C@H](C2CC2)[C@H]1CCCO" energy_ev=-37678.447 e_homo_ha=-0.3150 lumo_energy_ha=0.02507
C 1.490835 -2.597775 -0.667684 0.090 0.466 -0.029
C 1.517463 -1.195490 -1.267691 -0.134 -0.259 -0.190
O 2.203553 -0.240605 -0.472797 -0.016 0.214 0.197
C 1.576883 0.130829 0.720921 0.603 -0.353 0.512
O 0.247003 0.543926 0.516039 -0.249 0.151 -0.208
C 0.118983 1.756083 -0.134874 0.503 0.220 0.011
C -1.138152 1.948074 -0.924493 0.027 0.184 -0.138
O -1.096007 2.560157 -1.980996 0.139 0.064 -0.071
N -2.294974 1.440508 -0.445251 -0.248 -0.064 0.009
C -2.514270 0.746172 0.797696 0.140 -0.360 0.399
C -2.770641 -0.735387 0.514738 -0.003 0.284 0.177
N -3.920135 -0.857356 -0.362540 -0.078 -0.012 0.019
C -4.378452 -2.230910 -0.532096 -0.001 0.056 0.035
C -3.357860 -3.156756 -1.149043 -0.066 -0.012 0.013
C -3.247619 -3.273741 -2.529614 -0.021 -0.022 0.058
C -2.266360 -4.068924 -3.095263 0.034 -0.004 -0.118
C -1.382672 -4.762747 -2.286733 0.054 -0.062 -0.031
C -1.489593 -4.662146 -0.910014 0.063 -0.064 0.049
C -2.468151 -3.862394 -0.347235 -0.053 -0.014 -0.035
C -3.689949 -0.155746 -1.612285 -0.056 0.294 0.058
C -3.438570 1.325875 -1.323648 -0.055 -0.079 -0.506
C 1.088717 2.666592 -0.163657 -0.229 -0.134 0.212
C 2.407369 2.495870 0.522346 0.191 -0.302 -0.150
C 3.520211 2.483266 -0.511362 -0.096 0.078 0.066
C 4.076543 3.778630 -1.015483 -0.085 0.073 -0.162
C 4.898267 2.913464 -0.108125 0.135 -0.139 0.073
C 2.425057 1.221955 1.390159 -0.296 0.069 -0.064
C 1.907320 1.486909 2.809332 0.065 -0.201 -0.037
C 2.371649 0.457581 3.841860 0.288 0.361 0.022
C 3.827076 0.669733 4.252031 -0.109 -0.534 -0.136
O 3.933223 1.918064 4.904410 0.008 0.342 0.155
H 1.085048 -3.289968 -1.400166 -0.063 -0.091 -0.033
H 2.497754 -2.908775 -0.399445 0.100 -0.074 0.026
H 0.861435 -2.632284 0.218586 -0.086 -0.089 0.084
H 2.071523 -1.199627 -2.209115 -0.131 -0.019 0.040
H 0.494071 -0.853287 -1.467206 0.137 -0.013 -0.052
H 1.473288 -0.739394 1.390937 -0.005 0.179 -0.178
H -3.405354 1.177088 1.269337 0.082 -0.042 0.008
H -1.663811 0.864072 1.463694 -0.134 0.030 -0.017
H -1.857466 -1.172006 0.076007 -0.028 0.015 0.062
H -2.991510 -1.252846 1.451032 0.033 -0.043 0.025
H -5.277002 -2.195645 -1.154386 0.007 -0.061 0.059
H -4.660766 -2.597786 0.459352 -0.037 -0.043 -0.078
H -3.942087 -2.745568 -3.167503 -0.077 0.068 -0.057
H -2.193415 -4.149382 -4.170026 0.005 -0.013 -0.086
H -0.618244 -5.385697 -2.727981 0.055 -0.053 -0.035
H -0.809184 -5.208576 -0.272921 0.058 -0.043 0.048
H -2.549833 -3.792617 0.728484 -0.021 0.019 0.116
H -2.821660 -0.559487 -2.162042 -0.065 0.042 -0.015
H -4.579304 -0.258817 -2.237946 0.018 -0.020 -0.051
H -4.314381 1.761978 -0.833892 0.022 -0.013 -0.042
H -3.219349 1.869480 -2.243403 -0.084 -0.049 0.134
H 0.932076 3.566872 -0.734740 -0.129 0.061 -0.145
H 2.570950 3.362329 1.174467 0.027 -0.028 0.005
H 3.437604 1.663906 -1.211860 0.091 0.052 -0.056
H 4.356853 3.850068 -2.054977 0.042 -0.040 -0.072
H 3.675119 4.696406 -0.612718 -0.063 0.071 0.109
H 5.049831 3.247103 0.907949 -0.055 0.056 0.122
H 5.745784 2.389165 -0.522804 0.035 -0.036 -0.077
H 3.450709 0.847995 1.430337 0.000 -0.002 0.004
H 2.253711 2.463315 3.149814 -0.084 0.062 -0.055
H 0.815674 1.511475 2.785935 -0.038 0.101 0.016
H 2.257883 -0.557924 3.460864 -0.026 -0.100 0.045
H 1.758940 0.560034 4.738615 -0.020 -0.136 0.054
H 4.135905 -0.140745 4.928427 -0.016 0.067 -0.129
H 4.479129 0.644358 3.367818 -0.033 -0.049 0.064
H 4.847700 2.059942 5.167008 -0.065 -0.008 -0.029

=====

# 2
44
Properties=species:S:1:pos:R:3:forces:R:3 method="wB97M-V/def2-TZVPD" e_above_lowest_ev=0.8266 spin_multiplicity=2 total_charge=-1 s_squared=0.751 energy_ev=-49232.806 e_homo_ha="0.0130 / -0.1934" lumo_energy_ha="0.08188 / 0.08024"
S 2.306407 -3.199994 1.834658 1.110 -1.428 -0.565
S 0.849732 -1.769587 1.797316 -1.400 1.705 -0.006
C 1.541318 -0.361013 0.783826 -2.784 0.181 1.298
C 0.412272 0.520717 0.066685 0.924 -0.288 0.533
N -0.029586 -0.129420 -1.173107 0.581 1.430 0.470
C -0.463709 0.557056 -2.257620 -0.164 -2.285 0.421
O -1.117032 0.025262 -3.156103 0.275 0.478 0.038
H 3.046949 -2.967140 2.936085 0.187 0.239 0.410
H 2.037339 0.276804 1.530337 0.376 -0.385 -0.941
H 2.056416 -0.862965 0.003512 1.183 0.058 -0.368
H 1.030700 1.424602 -0.057415 -0.920 0.054 -0.699
H -0.514096 0.821587 0.628120 1.219 -0.412 -0.104
H -0.400735 -1.039849 -0.952081 -0.129 -0.610 -0.518
H -0.118442 1.567657 -2.285985 0.153 1.032 -0.104
H -3.369095 -1.687558 1.287834 -0.095 -0.743 0.162
H -1.923851 -1.714530 0.579770 -0.213 -0.803 -0.013
O -2.661679 -1.178522 0.915027 0.443 1.385 -0.633
H -2.576976 0.703823 3.025422 -0.806 0.662 0.166
H -1.674783 -0.073696 2.091123 -0.226 -0.009 1.725
O -1.715668 0.308600 3.023363 0.798 -0.775 -1.504
H -0.333037 1.242517 2.710096 -0.500 -0.224 0.377
H 0.710695 2.079658 3.459175 -0.044 0.019 0.624
O 0.496991 1.728876 2.601795 0.833 0.726 -0.357
H 3.089708 -1.721774 -2.753395 0.352 0.532 0.295
H 2.045813 -0.819168 -1.947563 0.523 0.555 -0.140
O 2.194805 -1.621110 -2.440821 -0.863 -1.496 -0.495
H -0.179080 -3.446040 -0.269434 0.281 0.090 0.549
H -0.763169 -2.969492 -1.586552 -0.252 0.113 -0.398
O -0.822743 -2.828873 -0.621097 -0.512 -0.243 0.012
H -3.136365 2.170408 1.155643 0.439 -0.721 -0.546
H -3.692090 3.433470 1.570290 -0.284 0.658 0.284
O -3.482897 2.581699 1.946047 -0.142 0.041 0.108
H 2.893277 3.666387 1.302464 -0.083 -0.301 -0.402
H 1.841538 2.636271 1.617348 -0.756 -0.555 0.263
O 2.391694 2.942064 0.895325 0.826 0.881 -0.093
H -3.117586 1.281225 -1.476683 -0.185 -0.400 -0.079
H -2.726748 0.443435 -0.207333 -0.463 -1.318 0.210
O -2.546748 1.225772 -0.711095 0.270 1.728 0.122
H 3.638763 1.568773 -2.457664 -0.703 -0.282 0.411
H 2.424460 1.654696 -1.454947 0.756 -0.448 -0.753
O 2.816287 1.116085 -2.186074 0.028 1.031 0.519
H 0.498343 -3.007895 -3.197056 0.645 0.608 -0.036
H -0.533980 -1.811085 -3.319738 0.292 0.439 -0.093
O -0.423407 -2.767729 -3.249500 -0.968 -0.920 -0.149

=====

# 3
16
Properties=species:S:1:pos:R:3:forces:R:3 method="wB97M-V/def2-TZVPD" e_above_lowest_ev=1.7667 spin_multiplicity=1 smiles="C=C[C@@H](C)O.SCl" energy_ev=-29696.967 e_homo_ha=-0.3392 lumo_energy_ha=-0.00506
C -2.165678 -0.189821 -1.334230 0.831 3.322 0.310
C -1.077374 0.234955 -0.686777 0.586 -0.036 0.088
C -0.243024 -0.504311 0.360153 -1.157 -0.795 0.392
C 0.149413 -1.888087 -0.155230 -1.893 0.336 0.131
O 0.879483 0.240168 0.769038 2.347 0.321 -1.237
H -2.555944 -1.140508 -1.292091 -0.883 -2.007 0.323
H -2.773495 0.604716 -1.801894 0.475 -0.786 -0.327
H -0.641393 1.215998 -0.878601 -0.626 0.196 0.154
H -0.926084 -0.615777 1.277908 1.172 0.288 -1.078
H -0.796979 -2.133532 -0.734205 1.924 -0.441 -0.150
H 0.223047 -2.643472 0.611871 0.220 -0.056 0.450
H 1.129437 -1.775860 -0.624453 -0.484 -0.428 -0.786
H 1.667063 0.195193 0.091035 -2.634 -0.241 1.612
S 2.823293 2.783850 0.764515 -0.618 -0.717 0.805
Cl 2.191105 3.902406 2.342697 0.108 0.389 0.021
H 2.117130 1.714082 1.290263 0.634 0.656 -0.709

=====

# 4
43
Properties=species:S:1:pos:R:3:forces:R:3 method="wB97M-V/def2-TZVPD" spin_multiplicity=1 energy_ev=-67134.839 e_homo_ha=-0.3222 lumo_energy_ha=-0.07512
Cl 3.920811 0.301629 -2.489052 0.107 0.026 -0.104
B 3.132209 -1.384940 -2.670926 -0.025 -0.003 0.054
Cl 3.817205 -2.343132 -4.089617 0.194 -0.030 0.068
Cl 3.616917 -2.376249 -1.014069 -0.367 0.279 0.011
O 1.736656 -1.204916 -2.807826 -0.541 -0.501 0.870
C 0.830364 -2.071479 -2.146455 0.374 0.037 -1.604
C -0.550788 -1.945106 -2.687823 0.654 0.031 -0.870
C -1.237891 -3.122474 -2.952566 0.000 0.778 0.006
C -2.569980 -3.005327 -3.326019 0.030 -0.495 0.310
C -3.175440 -1.755213 -3.403464 0.444 -0.040 -0.075
C -2.434266 -0.585926 -3.215987 0.472 0.183 0.400
C -1.086854 -0.659936 -2.853106 -0.603 -0.765 -0.275
H 1.155311 -3.128229 -2.139968 -0.007 0.586 0.221
H -0.682621 -4.068679 -2.855380 -0.619 0.415 -0.123
H -3.108684 -3.932316 -3.490938 -0.313 0.253 -0.147
H -4.220069 -1.696502 -3.626654 -0.425 0.077 -0.180
H -2.884823 0.401180 -3.290181 -0.161 -0.244 -0.166
H -0.447178 0.227321 -2.735599 -0.367 -0.483 0.005
C -2.587997 4.357719 3.745885 0.079 -0.313 -0.358
O -2.680831 3.561419 2.549019 0.813 -0.340 0.278
C -1.665580 2.692056 2.286963 0.389 -0.284 -0.024
C -1.797814 1.932215 1.085211 0.212 0.566 1.018
C -0.809746 1.025473 0.746707 0.306 0.020 0.359
C 0.317582 0.854201 1.583500 -0.405 0.263 -0.003
Si 1.767613 -0.232773 1.385219 0.667 0.060 0.151
H 0.584140 -1.698877 -1.183735 0.848 0.176 2.095
C 3.351113 0.582123 0.906460 -0.138 -0.284 -0.155
C 1.800150 -1.752394 2.435385 0.009 -0.517 -0.204
C 0.445569 1.613075 2.774121 -0.187 -0.420 -0.784
C -0.530624 2.527468 3.137215 -0.970 0.371 -0.370
H -3.497956 4.947744 3.704825 0.103 0.134 0.285
H -2.565217 3.723913 4.647815 -0.098 0.192 -0.323
H -1.694258 5.003201 3.730024 -0.345 -0.172 -0.068
H -2.687812 2.105141 0.479624 0.309 -0.137 0.095
H -0.890732 0.437062 -0.166972 -0.093 0.165 0.151
H 3.205878 1.300741 0.081763 0.009 -0.184 0.478
H 3.685231 1.092812 1.840753 -0.047 -0.179 -0.552
H 4.079646 -0.166737 0.553891 -0.174 0.308 0.324
H 0.814385 -2.256538 2.521360 0.563 0.458 -0.020
H 2.535005 -2.481814 2.034590 -0.298 0.469 0.345
H 2.118871 -1.403383 3.449746 -0.169 -0.272 -0.616
H 1.325812 1.473651 3.405673 -0.213 0.165 0.030
H -0.433322 3.112803 4.060606 -0.021 -0.350 -0.532